Below is a structure of composition C4H11NO2, with properties calculated with ωB97M-V with the def2-TZVPD basis set.

Calculated values
* frontier orbital gap: 0.27739 Eh
* highest occupied orbital energy: -6.84 eV
* relative energy (zero: lowest compared OMol25 entry of this formula, charge and spin): 509.0 kJ/mol
* calculated total energy: -9906.967 eV
* F_max: 5.78 eV Å⁻¹
* net charge: 0

Geometry as XYZ:
```
18
Properties=species:S:1:pos:R:3:forces:R:3:nbo_charge:R:1
C 0.63952 -0.32584 -0.23376 1.03 1.86 3.00 0.55
C -0.42253 0.50438 0.25105 -3.54 -0.06 -4.56 0.15
C 1.28572 0.35440 1.67029 1.13 -1.22 -0.75 -0.79
C -1.58281 0.47156 -1.44105 0.79 0.41 1.58 -0.84
N 0.47610 -1.66376 -0.24363 0.02 -1.05 -0.22 -0.84
O 1.50183 0.12445 -1.16771 -0.12 -0.14 -0.07 -0.67
O -1.28570 -0.04702 1.18896 0.18 -0.01 0.06 -0.73
H 1.44121 1.08509 -1.24246 -0.12 -0.10 0.02 0.49
H -2.01794 -0.39879 0.65800 0.27 0.16 0.32 0.50
H -0.28766 1.57678 0.22871 0.28 -0.09 0.43 0.20
H 0.18225 -2.13292 0.59906 -0.06 0.24 -0.20 0.41
H 0.98962 -2.20495 -0.92017 0.19 0.15 0.24 0.41
H 0.95719 1.24127 2.20532 -0.45 0.03 -0.26 0.20
H 1.13606 -0.54075 2.26711 0.13 0.02 0.17 0.19
H 2.33048 0.48702 1.39385 0.15 -0.14 0.10 0.19
H -1.99568 -0.51463 -1.66288 0.12 -0.05 0.15 0.19
H -0.95534 0.79731 -2.27314 -0.07 -0.01 0.04 0.19
H -2.39233 1.18638 -1.27753 0.05 0.00 -0.05 0.19
```
Positions in Å, forces in eV/Å.

Below is a cluster of 2 separate species, C2H4FNO in total, with properties calculated with ωB97M-V with the def2-TZVPD basis set.

Calculated values
* frontier orbital gap (spin up / spin down): 0.30443 / 0.30395 Eh
* highest occupied orbital energy (spin up / spin down): -9.94 / -9.93 eV
* relative energy (zero: lowest compared OMol25 entry of this formula, charge and spin): 655.9 kJ/mol
* calculated total energy: -8387.450 eV
* F_max: 1.65 eV Å⁻¹
* net charge: 0

Geometry as XYZ:
```
9
Properties=species:S:1:pos:R:3:forces:R:3:nbo_charge:R:1
C -0.16730 0.19281 0.81417 0.34 -0.08 1.10 -0.27
C -0.15778 0.03458 -0.68794 0.28 -0.38 -1.05 -0.27
N -1.15826 0.76641 -0.01368 -0.94 0.30 -0.06 0.16
O -2.34989 0.98227 -0.05524 -0.39 -1.13 0.05 0.00
F -3.37030 -0.73227 0.02069 1.14 1.19 -0.01 -0.58
H -0.45213 -0.64330 1.44050 -0.23 -0.05 -0.13 0.25
H 0.53629 0.88086 1.27090 -0.04 0.03 -0.09 0.23
H 0.55234 0.59824 -1.27803 0.05 0.11 0.05 0.23
H -0.45600 -0.91230 -1.12317 -0.20 0.00 0.14 0.25
```
Positions in Å, forces in eV/Å.

Below is a structure of composition C2CdF3O3, with properties calculated with ωB97M-V with the def2-TZVPD basis set.

Calculated values
* multiplicity: 2
* frontier orbital gap (spin up / spin down): 0.35568 / 0.27929 Eh
* highest occupied orbital energy (spin up / spin down): -9.45 / -10.54 eV
* calculated total energy: -20931.391 eV
* F_max: 4.89 eV Å⁻¹
* net charge: 0

Geometry as XYZ:
```
9
Properties=species:S:1:pos:R:3:forces:R:3:nbo_charge:R:1
C 1.01954 -0.70958 0.44991 -0.60 -0.50 0.00 1.17
F 0.75270 -1.01029 1.71588 0.40 -0.40 0.76 -0.32
F 1.96455 0.22373 0.44175 -0.27 0.53 -0.26 -0.31
F 1.51216 -1.77841 -0.16457 0.40 -0.49 0.12 -0.31
O -0.74142 0.81877 -1.84828 1.87 0.99 -0.37 -0.62
C -0.44687 0.89025 -0.66433 -3.73 -2.30 -2.15 0.92
O -0.15518 -0.40468 -0.13363 2.00 -0.21 -0.05 -0.60
O -1.08246 1.54087 0.19692 1.14 2.76 1.87 -0.86
Cd -2.82301 0.42934 0.00636 -1.20 -0.37 0.09 0.94
```
Positions in Å, forces in eV/Å.

Below is the molecule C3H7NO, with properties calculated with ωB97M-V with the def2-TZVPD basis set.

Calculated values
* frontier orbital gap (spin up / spin down): 0.30825 / 0.30823 Eh
* highest occupied orbital energy (spin up / spin down): -7.62 / -7.62 eV
* relative energy (zero: lowest compared OMol25 entry of this formula, charge and spin): 586.3 kJ/mol
* calculated total energy: -6756.674 eV
* F_max: 5.86 eV Å⁻¹
* net charge: 0

Geometry as XYZ:
```
12
Properties=species:S:1:pos:R:3:forces:R:3:nbo_charge:R:1
C -0.04685 -0.80969 -0.75018 -3.98 -2.87 3.19 -0.37
C 0.47325 0.13280 0.27907 3.41 0.73 -4.01 -0.44
C -0.06360 1.54162 0.23164 -0.11 0.01 0.12 -0.62
N -0.93236 -1.57229 0.66613 -0.17 -0.95 -1.32 0.15
O -0.73066 -2.70785 0.93028 0.13 0.98 -0.40 -0.29
H -0.85664 -0.44337 -1.37251 0.23 0.31 -0.11 0.23
H 0.52824 -1.60866 -1.20466 0.21 0.01 0.14 0.21
H 0.96875 -0.17753 1.18962 -0.32 -0.57 -0.08 0.25
H 1.26784 -0.06559 -0.63820 0.81 2.27 2.30 0.26
H -1.15422 1.52746 0.27977 -0.05 0.13 0.08 0.21
H 0.23061 2.06327 -0.68333 -0.09 -0.10 0.08 0.21
H 0.31565 2.11983 1.07238 -0.08 0.05 0.01 0.22
```
Positions in Å, forces in eV/Å.

Below is the molecule C3H6O3, with properties calculated with ωB97M-V with the def2-TZVPD basis set.

Calculated values
* frontier orbital gap: 0.29616 Eh
* highest occupied orbital energy: -7.45 eV
* relative energy (zero: lowest compared OMol25 entry of this formula, charge and spin): 203.3 kJ/mol
* calculated total energy: -9349.209 eV
* F_max: 2.71 eV Å⁻¹
* net charge: 0

Geometry as XYZ:
```
12
Properties=species:S:1:pos:R:3:forces:R:3:nbo_charge:R:1
C -0.24420 -0.27927 0.23333 0.69 0.57 1.01 0.08
C -1.21573 0.72114 -0.33135 0.12 -0.53 -0.42 -0.67
C 1.11036 -0.22193 0.07944 -2.17 -1.45 0.73 0.51
O 1.96546 -0.82332 0.94585 0.33 0.54 -0.77 -0.66
O -0.75237 -1.05090 1.27504 -0.13 0.15 0.14 -0.68
O 1.63359 0.12941 -1.11688 -1.66 0.67 -1.43 -0.69
H 2.84159 -0.72371 0.53785 -0.13 -0.28 0.25 0.49
H -1.67411 -0.80535 1.45139 0.50 0.03 -0.11 0.47
H 0.76963 0.12027 -1.66318 2.47 0.19 0.62 0.50
H -2.10122 0.20730 -0.71594 -0.06 0.10 -0.06 0.21
H -1.53990 1.41632 0.45274 0.09 -0.05 -0.06 0.22
H -0.79311 1.31006 -1.14829 -0.05 0.06 0.10 0.22
```
Positions in Å, forces in eV/Å.

Below is a structure of composition C4H8O2, with properties calculated with ωB97M-V with the def2-TZVPD basis set.

Calculated values
* frontier orbital gap: 0.32186 Eh
* highest occupied orbital energy: -8.21 eV
* relative energy (zero: lowest compared OMol25 entry of this formula, charge and spin): 411.5 kJ/mol
* calculated total energy: -8369.017 eV
* F_max: 0.44 eV Å⁻¹
* net charge: 0

Geometry as XYZ:
```
14
Properties=species:S:1:pos:R:3:forces:R:3:nbo_charge:R:1
C -1.11075 -1.15548 -0.03037 -0.11 -0.10 0.03 -0.60
C -0.19811 0.06679 0.08962 0.16 0.01 -0.24 -0.43
C 1.25518 -0.25370 -0.14173 -0.24 -0.37 -0.04 -0.06
O 2.00171 0.94605 -0.02596 0.31 0.04 -0.04 -0.72
C -0.69098 1.29272 -0.42660 0.04 -0.07 0.06 0.39
O -1.62554 1.75044 0.32012 0.04 -0.11 0.02 -0.61
H -2.16996 -0.88526 0.01911 0.17 -0.03 0.00 0.22
H -0.91104 -1.86443 0.78102 -0.03 0.12 -0.12 0.21
H -0.94495 -1.68890 -0.97906 0.00 0.08 0.12 0.19
H -1.14088 0.83110 1.01606 -0.16 0.16 0.04 0.44
H 1.57844 -1.00791 0.59423 -0.04 0.15 -0.10 0.17
H 1.40013 -0.70363 -1.14307 0.00 0.09 0.14 0.15
H 2.92274 0.74952 -0.23291 -0.12 0.10 0.04 0.47
H -0.35731 1.89132 -1.27854 -0.01 -0.07 0.10 0.18
```
Positions in Å, forces in eV/Å.

Below is a structure of composition C45H49N4O4P2SZr, with properties calculated with ωB97M-V with the def2-TZVPD basis set.

Calculated values
* frontier orbital gap: 0.19407 Eh
* highest occupied orbital energy: -14.90 eV
* relative energy (zero: lowest compared OMol25 entry of this formula, charge and spin): 45.2 kJ/mol
* calculated total energy: -92283.071 eV
* F_max: 0.89 eV Å⁻¹
* net charge: +3

Geometry as XYZ:
```
106
Properties=species:S:1:pos:R:3:forces:R:3:mulliken_charge:R:1
Zr -0.20778 -0.37831 -0.12989 0.68 0.42 -0.37 -0.03
C -0.86037 3.49629 1.71981 0.01 -0.02 0.00 -1.51
C -0.80026 2.04035 2.11248 -0.02 0.03 -0.01 1.50
C -1.02309 1.78528 3.58163 0.02 -0.01 -0.01 -1.39
O -1.72744 1.22937 1.26869 -0.02 -0.09 0.02 -0.41
C 0.35984 1.27474 1.48104 -0.15 0.04 0.05 0.60
O 0.67266 1.56254 0.29190 -0.14 0.07 0.13 -0.58
O 0.53704 0.05236 1.82457 0.07 -0.06 0.08 -0.45
H -1.81916 3.91825 2.02258 0.00 0.00 0.00 0.38
H -0.72820 3.62303 0.64807 0.00 0.01 0.00 0.34
H -0.07884 4.05172 2.23900 0.00 0.00 0.00 0.42
H -2.01649 2.13147 3.86900 0.00 0.00 0.00 0.39
H -0.29936 2.35503 4.16484 0.00 0.00 0.00 0.43
H -0.92128 0.73326 3.83608 -0.01 0.01 0.00 0.34
H -2.65515 1.42453 1.45735 0.00 -0.01 0.01 0.40
C -2.49437 -4.89868 -4.81616 0.00 0.04 -0.02 -0.51
S -2.58320 -3.35043 -5.73794 0.03 0.00 0.00 -0.09
C -0.93086 -2.70204 -5.39944 -0.06 -0.02 0.02 -1.15
C -0.86487 -1.99076 -4.04970 0.03 -0.04 -0.02 1.37
C 0.52914 -1.46239 -3.76542 0.01 -0.03 -0.01 -1.89
N 0.66233 -0.57403 -2.55657 -0.09 -0.13 0.01 0.47
P 2.03950 -0.79626 -1.50227 -0.70 -0.20 0.24 0.89
C 3.53065 -1.18272 -2.40171 -0.02 0.13 0.09 1.07
C 3.96232 -2.49489 -2.60056 -0.04 -0.03 0.00 -0.20
C 5.11264 -2.71936 -3.33797 0.00 -0.01 0.00 -0.87
C 5.82070 -1.64730 -3.86848 -0.01 0.00 0.01 -0.53
C 5.39384 -0.34108 -3.65876 0.01 0.00 -0.01 -0.90
C 4.25288 -0.10021 -2.91393 0.01 0.02 0.02 -0.40
C 1.44266 -2.28103 -0.59239 0.26 -0.28 -0.15 -0.45
C 1.86818 -2.37654 0.75328 0.00 0.07 0.00 -0.26
C 1.55547 -3.48867 1.51863 -0.01 -0.01 0.05 -1.54
C 0.82897 -4.53179 0.96096 -0.01 -0.02 -0.01 -0.02
C 0.43174 -4.47662 -0.37360 -0.01 0.01 -0.02 -0.46
C 0.73323 -3.37019 -1.14380 0.00 0.00 0.01 -0.07
P 0.24556 1.15291 -2.72064 0.00 0.10 -0.13 0.23
C 0.01073 1.51542 -4.46626 0.05 -0.07 0.00 0.93
C -1.17553 1.30943 -5.17708 0.00 0.02 0.02 -0.30
C -1.22489 1.60898 -6.52683 -0.02 0.00 -0.01 -0.88
C -0.09818 2.10940 -7.17264 0.00 0.00 0.01 -0.56
C 1.07712 2.33108 -6.46876 0.00 0.00 0.00 -0.75
C 1.13130 2.04553 -5.11336 0.00 -0.02 0.01 -0.22
C -1.48520 1.06959 -2.08230 0.02 -0.04 -0.01 1.06
C -2.15157 2.28974 -1.91452 0.05 0.02 0.00 -1.23
C -3.44679 2.32175 -1.43008 0.00 -0.01 0.00 -0.74
C -4.09446 1.14702 -1.03505 0.01 0.01 0.00 -0.97
C -3.43937 -0.06349 -1.13611 -0.01 0.02 0.01 -0.85
C -2.13824 -0.10347 -1.65953 -0.03 0.12 -0.10 0.54
H -3.46030 -5.38716 -4.92822 0.00 -0.01 0.01 0.40
H -2.31252 -4.73279 -3.75173 0.00 -0.02 0.01 -0.14
H -1.72543 -5.54943 -5.22910 0.00 -0.01 0.00 0.30
H -0.70182 -1.99598 -6.19994 0.00 0.00 0.00 0.44
H -0.20238 -3.51360 -5.46500 0.01 0.00 -0.01 0.46
H -1.19081 -2.68775 -3.26627 -0.01 0.02 0.00 -1.02
H -1.58741 -1.17748 -4.07377 -0.02 0.06 -0.01 -0.06
H 0.87252 -0.87938 -4.62330 0.00 0.03 0.02 0.78
H 1.24369 -2.27987 -3.65978 0.02 0.00 -0.01 0.83
H 3.41645 -3.33121 -2.18161 0.00 0.00 0.01 0.36
H 5.46159 -3.73080 -3.49486 0.00 0.00 0.00 0.45
H 6.72067 -1.83120 -4.43983 0.00 0.00 0.00 0.43
H 5.96208 0.48692 -4.05982 0.00 0.00 0.00 0.45
H 3.93559 0.91765 -2.71670 0.00 0.00 -0.01 0.49
H 2.45126 -1.57681 1.19605 0.02 0.01 -0.04 0.59
H 1.88998 -3.54360 2.54624 0.00 0.00 0.00 0.49
H 0.57612 -5.40316 1.55408 -0.01 -0.03 0.00 0.28
H -0.11740 -5.30725 -0.79993 0.01 0.00 0.01 0.61
H 0.42472 -3.35485 -2.17858 0.03 -0.02 0.03 0.82
H -2.06547 0.94170 -4.68161 -0.01 -0.03 0.01 0.28
H -2.14364 1.46080 -7.07846 0.00 0.00 0.00 0.47
H -0.14518 2.34342 -8.22778 0.00 0.00 0.00 0.45
H 1.94254 2.74268 -6.96968 0.00 0.00 0.00 0.46
H 2.03812 2.24635 -4.55422 0.01 0.00 -0.01 0.39
H -1.66314 3.21192 -2.20991 -0.01 0.00 0.01 0.59
H -3.96575 3.26931 -1.35862 0.00 0.00 0.00 0.52
H -5.11144 1.18627 -0.66727 0.00 0.00 0.00 0.49
H -3.93611 -0.97979 -0.84319 0.00 0.00 -0.01 0.58
H -1.70975 -1.07143 -1.94733 -0.04 0.05 0.01 0.11
C 1.62869 -8.61297 1.92936 0.00 0.00 -0.01 -1.71
C 0.24410 -8.06541 1.72146 0.02 0.03 -0.02 0.58
C -0.27668 -7.90481 0.43534 0.01 -0.02 0.03 -0.52
C -1.57814 -7.47472 0.23469 -0.03 0.00 0.00 -0.24
C -2.38590 -7.17229 1.32658 0.01 0.10 -0.03 0.05
N -3.76397 -6.81448 1.14805 0.03 0.14 0.02 -0.08
C -4.24143 -5.94418 0.21122 0.23 -0.09 -0.21 0.05
O -5.30668 -6.01870 -0.33405 -0.15 0.00 0.04 -0.58
N -3.34793 -4.87649 -0.16712 -0.06 -0.10 0.16 0.14
C -2.81290 -3.94574 0.69569 0.10 0.03 0.10 0.20
C -2.90605 -4.00101 2.09361 -0.04 -0.02 -0.07 -0.14
C -2.29944 -3.01744 2.84951 0.02 -0.02 0.04 -1.69
C -1.59713 -1.99630 2.24041 0.02 0.00 0.00 -0.54
N -1.50436 -1.91890 0.89980 0.08 -0.19 0.01 1.52
C -2.10581 -2.87278 0.16090 -0.02 0.01 0.01 -0.73
C -1.87886 -7.30832 2.61087 0.00 -0.01 0.03 -0.37
C -0.57704 -7.75441 2.80176 -0.01 0.00 0.00 -0.68
H 2.31629 -8.27354 1.15403 -0.01 0.00 0.01 0.38
H 1.61010 -9.70344 1.88908 0.00 0.00 0.00 0.39
H 2.03066 -8.33056 2.90137 -0.01 0.00 -0.01 0.40
H 0.33274 -8.17227 -0.42087 0.00 0.00 0.01 0.45
H -1.98730 -7.42152 -0.76750 0.00 0.00 0.00 0.61
H -4.44076 -7.52756 1.38951 -0.05 0.03 -0.01 0.28
H -3.63328 -4.51692 -1.06779 -0.05 -0.01 0.00 0.25
H -3.46432 -4.79502 2.56901 0.01 -0.03 0.00 0.79
H -2.36757 -3.04036 3.92828 0.00 0.00 0.00 0.54
H -1.08668 -1.23767 2.81153 -0.01 0.01 -0.01 0.42
H -2.00472 -2.81057 -0.91602 -0.01 0.01 0.00 -0.15
H -2.51592 -7.11230 3.46524 0.00 0.02 0.00 0.51
H -0.20500 -7.88915 3.81012 0.00 0.00 0.00 0.44
```
Positions in Å, forces in eV/Å.

Below is a structure of composition C11H17BN6Ti, with properties calculated with ωB97M-V with the def2-TZVPD basis set.

Calculated values
* frontier orbital gap: 0.10801 Eh
* highest occupied orbital energy: -13.60 eV
* relative energy (zero: lowest compared OMol25 entry of this formula, charge and spin): 476.2 kJ/mol
* calculated total energy: -44394.073 eV
* F_max: 5.87 eV Å⁻¹
* net charge: +2

Geometry as XYZ:
```
36
Properties=species:S:1:pos:R:3:forces:R:3:nbo_charge:R:1
H 0.52822 0.33401 3.94637 -0.28 0.27 0.28 0.27
N -1.03992 0.45910 2.47830 1.18 -0.26 -0.11 -0.36
B -3.01541 -0.50094 1.04730 -0.30 -2.32 -1.49 0.55
N -2.15408 -0.33463 2.31807 -0.77 1.05 1.27 -0.28
C -2.55115 -0.77209 3.53176 0.67 -0.07 -1.50 0.12
Ti -0.50805 2.36094 1.93700 -1.66 -4.95 -2.69 1.81
H -3.54900 -1.19835 3.64099 0.56 -0.20 0.01 0.28
C -1.51814 -0.54605 4.42147 1.33 0.59 0.91 -0.26
H -1.50891 -0.82697 5.46524 0.20 -0.11 -0.16 0.29
C -0.51967 0.14896 3.72012 -1.49 -0.11 0.51 -0.04
H -4.17613 -0.68998 1.40159 0.72 0.14 -0.20 -0.01
C 2.00775 -0.93500 -3.31280 -1.63 1.25 0.20 -0.85
H 2.28362 0.10415 -3.57118 -0.09 -0.53 0.08 0.21
H 1.65290 -0.96116 -2.26614 0.17 -0.05 -0.43 0.19
H 1.18204 -1.25702 -3.97361 0.44 0.15 0.33 0.22
N -2.63013 -1.73619 0.02602 0.51 0.82 0.10 -0.37
N -2.90917 0.91039 0.43599 -1.18 1.30 0.90 -0.28
N -1.42677 -1.78352 -0.61702 1.43 1.84 1.01 -0.34
N -1.86682 1.80841 0.50964 1.01 0.22 -0.68 -0.36
C -3.32872 -2.85030 -0.37379 0.25 -0.31 -0.27 -0.03
C -4.00671 1.54966 -0.02179 1.95 -0.39 -0.23 0.13
H -4.33087 -3.00866 -0.02209 -0.15 -0.19 0.01 0.22
H -4.96894 1.07721 0.09448 -0.04 -0.03 -0.42 0.28
C -2.53360 -3.60061 -1.23987 -0.13 0.90 0.71 -0.32
C -3.59677 2.76656 -0.56176 1.31 0.72 0.12 -0.26
C -1.31460 -2.87450 -1.34276 -1.05 0.27 0.55 -0.03
C -2.21137 2.87268 -0.30220 -2.12 -0.28 0.52 -0.04
H -2.76509 -4.51484 -1.73815 -0.29 -0.32 -0.04 0.25
H -4.23350 3.47853 -1.04115 -0.02 0.23 -0.36 0.28
H -0.37520 -3.07029 -1.87994 -0.77 0.06 0.25 0.23
H -1.46225 3.54719 -0.69301 -0.09 0.32 0.18 0.26
H 2.83594 -1.56886 -3.43392 1.09 -0.82 -0.14 0.23
C 1.17258 1.91359 0.96318 0.48 0.83 0.36 -0.83
H 1.92288 1.23222 1.41390 -0.68 0.06 0.05 0.31
H 1.43021 2.96128 1.33217 0.09 0.07 0.03 0.19
H 1.34708 1.93033 -0.12813 -0.64 -0.18 0.33 0.32
```
Positions in Å, forces in eV/Å.